(1)
C5H23N2O5 | ωB97M-V/def2-TZVPD

Each line ends with the Löwdin spin population.
Cartesian coordinates (Å):
C1 -1.66 -0.53 -0.64  0.074
N1 -1.43 -0.16 0.78  0.032
C2 -0.26 -0.39 -1.26  0.029
N2 0.67 -1.39 -0.60  0.074
C3 1.42 -2.17 -1.64  0.109
C4 1.27 -1.29 -2.88  0.021
C5 -0.13 -0.73 -2.75  0.026
H1 -2.35 0.14 -1.15  0.008
H2 -2.09 -1.53 -0.72  0.037
H3 -2.12 0.50 1.12  0.010
H4 -1.47 -1.00 1.35  0.015
H5 0.05 0.59 -1.01  0.005
H6 0.22 -1.96 0.15  0.093
H7 1.34 -0.83 -0.06  0.034
H8 0.98 -3.17 -1.60  0.054
H9 2.47 -2.27 -1.36  0.026
H10 2.09 -0.61 -2.84  0.005
H11 1.40 -1.89 -3.77  0.006
H12 -0.40 0.04 -3.47  0.006
H13 -0.85 -1.50 -3.01  0.008
H14 1.62 2.26 -0.33  0.005
H15 3.08 2.41 -0.67  0.008
O1 2.46 1.76 -0.33  0.032
H16 -0.80 2.59 0.45  0.007
H17 0.43 3.49 0.73  0.014
O2 -0.05 3.03 0.03  0.029
H18 -1.14 -2.69 3.93  0.015
H19 -2.40 -2.80 2.97  0.019
O3 -1.46 -2.65 3.02  0.084
H20 2.50 0.89 2.02  0.010
H21 2.28 0.91 3.53  0.009
O4 2.30 0.32 2.77  0.044
H22 -3.32 3.47 0.94  0.010
H23 -2.56 3.13 2.21  0.011
O5 -2.79 2.77 1.35  0.028

The calculated total energy is -18772.588 eV. Its energy relative to the best compared isomer or geometry (same formula, charge and spin) is 14.8 kJ/mol. The value obtained for the HOMO energy (alpha / beta) is -0.0768 / -0.3448 Ha. For the HOMO-LUMO gap (alpha / beta), the calculation gives 2.5 / 9.6 eV. Its spin multiplicity is 2.

(2)
C5H23N3O4 | ωB97M-V/def2-TZVPD

Each line ends with the Mulliken charge.
Cartesian coordinates (Å):
C1 1.54 -0.05 2.43  -1.367
C2 0.49 0.92 1.90  0.249
C3 -0.95 0.37 2.19  -1.130
C4 -1.31 -0.99 1.61  -0.771
N1 -1.66 -0.81 0.16  -0.216
N2 0.65 1.17 0.48  0.128
C5 1.49 2.33 0.18  -0.804
N3 1.97 2.37 -1.16  -0.514
H1 1.48 -1.10 2.18  0.283
H2 2.51 0.33 2.06  0.372
H3 1.64 0.06 3.52  0.412
H4 0.59 1.84 2.46  0.485
H5 -1.62 1.10 1.71  0.441
H6 -1.27 0.56 3.22  0.473
H7 -2.16 -1.44 2.09  0.431
H8 -0.44 -1.64 1.60  0.137
H9 -2.63 -0.51 0.07  0.336
H10 -1.11 0.03 -0.04  0.028
H11 0.93 0.33 -0.02  0.067
H12 2.38 2.39 0.83  0.373
H13 0.89 3.22 0.40  0.322
H14 2.77 1.78 -1.31  0.241
H15 1.34 2.35 -1.93  0.225
O1 0.78 -3.22 -0.13  -0.632
H16 0.40 -3.15 -0.99  0.287
H17 1.17 -2.38 0.14  0.327
O2 -2.13 -1.82 -2.34  -0.671
H18 -2.21 -1.97 -1.38  0.397
H19 -1.26 -2.20 -2.42  0.298
O3 0.77 -0.89 -1.84  -0.622
H20 -0.03 -0.48 -1.50  0.069
H21 0.84 -0.45 -2.70  0.300
O4 -1.23 1.45 -1.98  -0.514
H22 -1.86 0.73 -2.12  0.292
H23 -1.84 2.18 -2.15  0.265

The calculated total energy is -18217.854 eV. Its energy relative to the best compared isomer or geometry (same formula, charge and spin) is 91.3 kJ/mol. The value obtained for the HOMO energy is -0.3182 Ha. For the HOMO-LUMO gap, the calculation gives 9.1 eV.

(3)
C5H23NO9 | ωB97M-V/def2-TZVPD

Each line ends with the Mulliken charge.
Cartesian coordinates (Å):
C1 -1.97 0.05 -1.12  -1.131
C2 -1.64 -1.16 -0.24  -0.352
N1 -0.90 -0.80 0.97  0.216
C3 -1.40 0.17 1.75  0.150
O1 -0.78 0.68 2.68  -0.788
C4 0.49 -1.23 1.15  -1.038
C5 1.54 -0.38 0.45  0.223
O2 1.32 0.15 -0.62  -0.705
H1 -2.73 0.70 -0.68  0.463
H2 -1.08 0.64 -1.31  0.185
H3 -2.33 -0.30 -2.09  0.400
H4 -2.59 -1.65 0.01  0.318
H5 -1.08 -1.89 -0.82  0.178
H6 -2.42 0.50 1.53  0.399
H7 0.62 -2.26 0.82  0.397
H8 0.70 -1.27 2.22  0.502
H9 2.53 -0.30 0.90  0.469
O3 1.18 -4.00 -1.09  -0.648
H10 0.47 -4.59 -1.37  0.319
H11 2.00 -4.47 -1.31  0.285
O4 1.35 3.70 1.55  -0.818
H12 1.23 3.47 0.60  0.449
H13 0.45 3.71 1.95  0.411
O5 -1.54 -2.19 -3.86  -0.650
H14 -0.67 -1.95 -3.46  0.420
H15 -1.45 -1.90 -4.78  0.322
O6 0.88 -1.74 -2.69  -0.776
H16 0.94 -0.97 -2.08  0.319
H17 1.07 -2.54 -2.14  0.408
O7 -1.04 3.39 2.83  -0.751
H18 -0.94 3.67 3.76  0.323
H19 -1.07 2.40 2.84  0.403
O8 1.89 1.19 2.38  -0.748
H20 1.88 2.14 2.10  0.442
H21 0.99 0.98 2.67  0.390
O9 1.06 2.89 -1.03  -0.730
H22 1.21 1.92 -0.95  0.427
H23 1.81 3.24 -1.54  0.316

The calculated total energy is -25476.790 eV. Its energy relative to the best compared isomer or geometry (same formula, charge and spin) is 51.0 kJ/mol. The value obtained for the HOMO energy is -0.3697 Ha. For the HOMO-LUMO gap, the calculation gives 10.0 eV.

(4)
C5H24AgBClN10O5 | ωB97M-V/def2-TZVPD

Each line ends with the Löwdin spin population.
Cartesian coordinates (Å):
Ag1 22.36 -12.73 9.14  0.603
B1 24.30 -11.63 8.37  0.118
H1 24.02 -12.37 7.65  0.008
H2 24.48 -12.12 9.32  0.029
H3 25.24 -11.20 8.07  0.046
H4 23.57 -10.84 8.45  0.008
Cl1 19.98 -14.01 9.38  0.217
C1 20.68 -10.04 9.83  0.034
O1 21.69 -10.64 9.96  0.017
N1 20.43 -9.18 8.94  0.015
N2 19.66 -10.28 10.52  0.013
H5 21.09 -9.15 8.18  0.008
H6 19.76 -8.42 8.90  0.021
H7 18.89 -9.64 10.40  0.015
H8 19.63 -11.14 11.06  0.005
C2 21.89 -12.27 12.68  0.031
O2 22.21 -12.64 11.57  0.008
N3 21.97 -11.00 13.03  0.011
N4 21.28 -13.10 13.52  0.018
H9 21.56 -10.65 13.89  0.013
H10 22.44 -10.49 12.30  0.003
H11 21.08 -14.05 13.23  0.010
H12 21.59 -12.85 14.44  0.012
C3 23.40 -15.69 10.25  0.051
O3 23.44 -14.48 10.11  0.028
N5 24.38 -16.58 9.94  0.035
N6 22.46 -16.35 10.84  0.024
H13 25.18 -16.23 9.44  0.016
H14 24.37 -17.58 10.07  0.043
H15 21.74 -15.88 11.37  0.008
H16 22.31 -17.31 10.58  0.035
C4 23.21 -15.18 6.60  0.097
O4 22.72 -14.41 7.36  0.021
N7 22.67 -16.19 5.89  0.067
N8 24.47 -15.39 6.61  0.031
H17 21.66 -16.23 5.88  0.021
H18 23.11 -16.63 5.09  0.058
H19 24.88 -15.95 5.88  0.052
H20 25.02 -14.82 7.24  0.008
C5 20.76 -11.45 6.42  0.042
O5 21.58 -11.80 7.19  0.023
N9 21.07 -10.90 5.25  0.022
N10 19.48 -11.78 6.60  0.015
H21 22.05 -10.64 5.23  0.008
H22 20.27 -10.41 4.87  0.017
H23 19.02 -12.20 5.81  0.016
H24 19.43 -12.31 7.46  0.001

The calculated total energy is -47907.621 eV. The total charge is -1. The value obtained for the HOMO energy (alpha / beta) is 0.0383 / -0.2074 Ha. For the HOMO-LUMO gap (alpha / beta), the calculation gives 1.7 / 6.6 eV. Its spin multiplicity is 3.

(5)
C5H24N2O5 | ωB97M-V/def2-TZVPD

Each line ends with the Mulliken charge.
Cartesian coordinates (Å):
C1 -1.54 2.09 2.07  -0.822
N1 -0.86 0.88 1.55  -0.360
C2 -0.17 1.26 0.28  0.578
C3 1.39 1.01 0.35  -0.760
C4 2.01 -0.30 0.97  -0.862
C5 1.14 -1.52 1.11  -0.427
N2 0.98 -2.48 -0.02  -0.519
H1 -1.44 2.83 1.28  0.332
H2 -2.43 1.80 2.61  0.383
H3 -1.09 2.45 3.04  0.228
H4 -1.53 0.17 1.26  0.228
H5 -0.39 2.32 0.01  0.289
H6 -0.53 0.56 -0.49  -0.949
H7 1.89 1.82 0.79  0.455
H8 1.50 0.98 -0.72  0.392
H9 2.52 0.01 1.85  0.468
H10 2.83 -0.72 0.31  0.396
H11 1.45 -2.14 1.98  0.354
H12 0.21 -1.07 1.40  0.202
H13 0.80 -3.41 0.26  0.195
H14 0.36 -2.09 -0.75  0.271
O1 -1.49 -1.56 -1.29  -0.645
H15 -1.63 -0.69 -1.77  0.274
H16 -2.32 -1.82 -0.89  0.266
O2 -3.34 0.35 -2.48  -0.676
H17 -3.18 -0.29 -3.20  0.331
H18 -2.61 0.95 -2.50  0.328
O3 1.69 -1.68 -3.04  -0.626
H19 1.81 -1.96 -2.10  0.326
H20 1.81 -2.52 -3.52  0.301
O4 1.12 1.06 3.84  -0.681
H21 0.72 0.32 3.31  0.376
H22 0.63 1.77 3.43  0.307
O5 -0.45 0.71 -3.03  -0.595
H23 0.14 0.44 -3.72  0.262
H24 -0.01 0.50 -2.19  0.379

The calculated total energy is -18790.310 eV. Its energy relative to the best compared isomer or geometry (same formula, charge and spin) is 264.3 kJ/mol. The value obtained for the HOMO energy is -0.3236 Ha. For the HOMO-LUMO gap, the calculation gives 9.2 eV.

(6)
C5H24N2O7 | ωB97M-V/def2-TZVPD

Each line ends with the Mulliken charge.
Cartesian coordinates (Å):
C1 -0.73 0.68 -1.74  -0.623
C2 -1.43 -0.44 -0.96  0.411
C3 -1.93 -1.72 -1.73  -1.463
N1 -0.37 -0.87 -0.04  0.125
C4 -0.09 -0.27 1.13  0.663
O1 -0.75 0.72 1.51  -0.821
C5 1.06 -0.73 1.96  -0.915
N2 2.31 -0.08 1.63  -0.445
H1 0.36 0.66 -1.54  -0.339
H2 -1.29 1.59 -1.61  0.266
H3 -0.89 0.69 -2.84  0.426
H4 -2.32 -0.18 -0.35  0.360
H5 -2.90 -1.47 -2.24  0.401
H6 -1.24 -2.19 -2.47  0.254
H7 -2.32 -2.45 -1.00  0.395
H8 0.07 -1.73 -0.30  0.341
H9 1.15 -1.84 1.81  0.307
H10 0.86 -0.58 3.03  0.295
H11 2.54 0.00 0.64  0.224
H12 2.52 0.75 2.17  0.252
O2 0.96 2.93 -1.77  -0.644
H13 0.68 3.00 -0.84  0.448
H14 0.93 3.81 -2.15  0.273
O3 -0.90 -2.28 3.02  -0.590
H15 -1.85 -1.99 2.91  0.397
H16 -0.87 -3.23 2.88  0.274
O4 1.40 -2.03 -2.74  -0.643
H17 2.32 -1.91 -2.49  0.313
H18 0.85 -1.25 -2.86  0.305
O5 3.09 1.06 -1.24  -0.614
H19 3.87 1.47 -1.60  0.248
H20 2.28 1.47 -1.55  0.288
O6 -2.93 -0.46 2.87  -0.794
H21 -2.55 -0.33 1.98  0.378
H22 -2.27 -0.10 3.46  0.347
O7 0.41 3.38 0.88  -0.766
H23 -0.55 3.37 0.84  0.350
H24 0.55 2.54 1.33  0.315

The calculated total energy is -22887.344 eV. Its energy relative to the best compared isomer or geometry (same formula, charge and spin) is 139.8 kJ/mol. The value obtained for the HOMO energy is -0.3238 Ha. For the HOMO-LUMO gap, the calculation gives 9.3 eV.